#i
This record from the Open Molecules 2025 dataset describes a cluster of 2 separate species, C7H16O2 in total. The level of theory is the ωB97M-V functional and the def2-TZVPD basis.

Calculated values
SMILES string: CC(=O)O.CCCCC
Total charge: 0
HOMO energy, eV: -10.155
Orbital gap, Ha: 0.401

Geometry as XYZ:
```
25
C7H16O2, DFT the ωB97M-V functional and the def2-TZVPD basis
C 0.372 2.447 0.318
C -0.648 1.562 -0.619
C -1.420 0.615 0.383
C -2.380 -0.187 -0.469
C -3.111 -1.270 0.304
C 1.942 -0.803 0.116
C 0.984 -1.845 -0.394
H -0.158 2.619 1.380
H 1.267 1.765 0.604
H 0.777 3.457 -0.274
H -0.094 0.910 -1.317
H -1.507 2.167 -1.242
H -0.487 0.022 0.698
H -1.856 1.086 1.472
H -1.587 -0.488 -1.215
H -3.283 0.331 -0.887
H -3.973 -0.848 0.997
H -3.608 -1.860 -0.663
H -2.304 -1.834 0.856
H 3.321 0.476 -0.308
H 0.583 -2.216 0.486
H 0.060 -1.149 -0.674
H 1.322 -2.648 -1.039
O 1.986 -0.539 1.322
O 2.652 -0.073 -0.910
```

=====

#ii
This record from the Open Molecules 2025 dataset describes a cluster of 2 separate species, C7H16O2 in total. The level of theory is the ωB97M-V functional and the def2-TZVPD basis.

Calculated values
SMILES string: CC(=O)O.CCCCC
Total charge: 0
HOMO energy, eV: -10.338
Orbital gap, Ha: 0.407

Geometry as XYZ:
```
25
C7H16O2, DFT the ωB97M-V functional and the def2-TZVPD basis
C -1.458 -0.706 2.359
C -1.673 0.672 3.001
C 2.780 -0.548 0.391
C 1.641 -0.854 -0.697
C 0.856 0.442 -1.239
C -0.296 0.166 -2.072
C -1.564 1.107 -2.273
H -0.265 -1.635 1.063
H -2.475 0.406 3.779
H -0.748 1.169 3.308
H -2.240 1.317 2.235
H 3.167 0.454 0.175
H 2.280 -0.542 1.428
H 3.393 -1.492 0.396
H 0.820 -1.660 -0.420
H 2.083 -1.343 -1.550
H 0.472 1.187 -0.348
H 1.755 1.115 -1.676
H -0.787 -0.868 -1.811
H 0.233 0.151 -3.013
H -1.089 1.968 -2.760
H -2.331 0.433 -3.032
H -2.000 1.430 -1.289
O -2.050 -1.698 2.701
O -0.504 -0.671 1.346
```

=====

Verdict on stability: #ii comes out on top.

=====

#i
This record from the Open Molecules 2025 dataset describes the molecule C3H9NO2S2. The level of theory is the ωB97M-V functional and the def2-TZVPD basis.

Calculated values
SMILES string: CSN(C)S(C)(=O)=O
Total charge: 0
HOMO energy, eV: -8.542
Orbital gap, Ha: 0.340

Geometry as XYZ:
```
17
C3H9NO2S2, DFT the ωB97M-V functional and the def2-TZVPD basis
C 0.940 1.688 -0.098
C -1.648 -0.362 -1.999
C -0.014 -0.761 2.074
N 0.450 0.404 -0.357
O 0.392 -1.965 -0.283
O 2.346 -0.851 0.976
S 0.076 0.317 -1.979
S 0.943 -0.927 0.554
H 1.968 1.689 -0.077
H 0.426 2.411 -0.882
H 0.530 2.135 0.824
H -2.312 0.019 -2.827
H -1.966 -0.032 -1.081
H -1.644 -1.386 -1.956
H -0.607 -1.637 2.120
H 0.672 -0.893 2.804
H -0.552 0.150 2.187
```

=====

#ii
This record from the Open Molecules 2025 dataset describes a cluster of 2 separate species, C3H9NO2S2 in total. The level of theory is the ωB97M-V functional and the def2-TZVPD basis.

Calculated values
Total charge: 0
HOMO energy, eV: -7.755
Orbital gap, Ha: 0.302

Geometry as XYZ:
```
17
C3H9NO2S2, DFT the ωB97M-V functional and the def2-TZVPD basis
C -1.046 1.169 -0.443
C -0.682 -1.238 -0.385
C 1.541 -1.310 0.449
N -1.290 -0.153 0.078
O 1.796 1.200 0.842
O 1.766 0.401 -1.513
S 4.270 0.086 -0.134
S 2.336 0.065 -0.229
H -0.503 1.773 0.287
H -0.438 1.093 -1.343
H -1.993 1.661 -0.672
H -0.294 -1.203 -1.388
H -0.936 -2.189 0.045
H 1.585 -1.275 1.521
H 1.940 -2.208 0.007
H 2.328 1.997 0.742
H -1.688 -0.180 1.006
```

=====

Verdict on stability: #i comes out on top.

=====

#i
This record from the Open Molecules 2025 dataset describes a cluster of 2 separate species, CH4F2Si in total. The level of theory is the ωB97M-V functional and the def2-TZVPD basis.

Calculated values
Total charge: 0
HOMO energy (alpha / beta), eV: -9.629 / -8.987
Orbital gap (alpha / beta), Ha: 0.304 / 0.314

Geometry as XYZ:
```
8
CH4F2Si, DFT the ωB97M-V functional and the def2-TZVPD basis
C 0.438 0.493 0.739
F -2.843 -2.235 -0.186
F -0.749 -3.084 -1.038
Si -1.613 -1.721 -0.954
H 0.812 1.072 -0.125
H -0.339 0.910 1.392
H 1.379 0.006 1.085
H -1.954 -1.724 -2.426
```

=====

#ii
This record from the Open Molecules 2025 dataset describes a structure of composition CH4F2Si. The level of theory is the ωB97M-V functional and the def2-TZVPD basis.

Calculated values
Total charge: 0
HOMO energy, eV: -9.345
Orbital gap, Ha: 0.375

Geometry as XYZ:
```
8
CH4F2Si, DFT the ωB97M-V functional and the def2-TZVPD basis
C -1.004 0.785 0.034
F -2.040 0.180 -0.618
F 2.359 0.009 -0.120
Si 0.952 -0.755 -0.006
H -0.683 1.641 -0.561
H -1.298 1.054 1.040
H 0.863 -1.254 1.357
H 0.852 -1.659 -1.126
```

=====

#iii
This record from the Open Molecules 2025 dataset describes a cluster of 2 separate species, CH4F2Si in total. The level of theory is the ωB97M-V functional and the def2-TZVPD basis.

Calculated values
Total charge: 0
HOMO energy (alpha / beta), eV: -10.450 / -7.809
Orbital gap (alpha / beta), Ha: 0.368 / 0.266

Geometry as XYZ:
```
8
CH4F2Si, DFT the ωB97M-V functional and the def2-TZVPD basis
C 0.158 -0.780 -0.567
F -1.798 0.818 0.915
F -0.561 2.210 -0.700
Si -0.388 0.888 0.100
H -0.681 -1.235 -1.020
H 1.068 -0.771 -1.241
H 0.534 -1.315 0.178
H 1.667 0.184 2.335
```

=====

Verdict on stability: #ii comes out on top.

=====

#i
This record from the Open Molecules 2025 dataset describes a cluster of 4 separate species, C5H18N2O3 in total. The level of theory is the ωB97M-V functional and the def2-TZVPD basis.

Calculated values
SMILES string: CN/C=C/CCN.O.O.O
Total charge: 0
HOMO energy, eV: -8.428
Orbital gap, Ha: 0.329

Geometry as XYZ:
```
28
C5H18N2O3, DFT the ωB97M-V functional and the def2-TZVPD basis
C 2.122 -1.632 1.237
C 1.501 -0.522 2.116
C 0.367 0.182 1.405
C 0.520 0.923 0.305
N -0.564 1.417 -0.438
C -0.653 2.892 -0.521
N 1.170 -2.508 0.629
H 2.686 -1.117 0.452
H 2.898 -2.175 1.759
H 1.052 -1.055 2.938
H 2.288 0.103 2.539
H -0.621 -0.125 1.729
H 1.485 1.306 -0.004
H -1.502 1.115 -0.225
H -0.274 3.232 -1.486
H -1.693 3.201 -0.403
H -0.003 3.392 0.196
H 0.429 -2.095 0.096
H 0.927 -3.339 1.138
H 1.662 0.760 -3.232
H 0.281 1.415 -3.468
O 1.159 1.304 -3.845
H -1.390 -2.341 -0.724
H -1.194 -0.928 -1.377
O -1.695 -1.748 -1.412
H -3.951 -1.021 -0.388
H -3.449 -0.395 0.961
O -3.559 -0.237 0.022
```

=====

#ii
This record from the Open Molecules 2025 dataset describes a cluster of 3 separate species, C5H18N2O3 in total. The level of theory is the ωB97M-V functional and the def2-TZVPD basis.

Calculated values
SMILES string: NCCC[C@H](N)CO.O.O
Total charge: 0
HOMO energy, eV: -8.772
Orbital gap, Ha: 0.339

Geometry as XYZ:
```
28
C5H18N2O3, DFT the ωB97M-V functional and the def2-TZVPD basis
C 1.060 0.078 -2.139
O 0.858 -1.002 -3.052
C 1.089 -0.413 -0.602
C 1.073 0.852 0.355
C -0.143 1.740 0.065
C -1.037 2.110 1.388
N -1.792 1.052 2.058
N 2.235 -1.369 -0.523
H 2.033 0.604 -2.441
H 0.155 0.618 -2.370
H 0.154 -1.098 -0.531
H 2.001 1.371 0.281
H 0.868 0.586 1.386
H -0.731 1.175 -0.645
H 0.178 2.646 -0.364
H -1.774 2.738 0.915
H -0.528 2.648 2.184
H -1.405 0.789 2.887
H -2.307 0.358 1.560
H 1.440 -1.783 -2.749
H 2.097 -2.011 0.165
H 3.133 -0.951 -0.485
H -1.265 -3.473 1.560
H -0.828 -2.272 0.910
O -0.473 -3.035 1.391
H -1.479 -0.105 -0.666
H -2.742 -0.977 -0.305
O -1.869 -0.881 -0.235
```

=====

Verdict on stability: #i comes out on top.

=====

#i
This record from the Open Molecules 2025 dataset describes the molecule C2H3N2OP. The level of theory is the ωB97M-V functional and the def2-TZVPD basis.

Calculated values
Total charge: 0
HOMO energy (alpha / beta), eV: -7.730 / -7.777
Orbital gap (alpha / beta), Ha: 0.262 / 0.273

Geometry as XYZ:
```
9
C2H3N2OP, DFT the ωB97M-V functional and the def2-TZVPD basis
C -0.874 -0.741 -0.166
C -1.527 0.339 -0.028
N 0.441 -1.172 -0.087
N 1.399 -0.293 0.137
O -2.203 1.296 -0.123
P 1.712 1.312 -0.163
H -1.581 -1.694 0.018
H 2.308 -0.842 0.267
H 0.325 1.795 0.145
```

=====

#ii
This record from the Open Molecules 2025 dataset describes the molecule C2H3N2OP. The level of theory is the ωB97M-V functional and the def2-TZVPD basis.

Calculated values
Total charge: 0
HOMO energy (alpha / beta), eV: -8.033 / -8.035
Orbital gap (alpha / beta), Ha: 0.265 / 0.265

Geometry as XYZ:
```
9
C2H3N2OP, DFT the ωB97M-V functional and the def2-TZVPD basis
C 0.341 -0.235 -1.186
C 0.420 -0.433 -2.380
N 0.631 -0.101 0.078
N -0.121 0.193 1.072
O 0.643 0.285 2.241
P -1.708 0.464 1.460
H -2.118 0.306 0.127
H 0.350 -0.545 -3.417
H 1.563 0.065 2.005
```

=====

Verdict on stability: #i comes out on top.